Entry 1:
Here is a structure of composition C26H30N4O5PdS2 from the OMol25 dataset. Energies are from wB97M-V/def2-TZVPD.

Output
Electronic energy = -2528.30417 Eh
HOMO-LUMO gap = 0.27550 Ha
HOMO = -0.298 hartree

```
! RIJCOSX wB97M-V def2-TZVPD def2/J DEFGRID3
* xyz 0 1
Pd 0.47349 -0.36955 -0.09791
O 2.44036 2.34351 -0.05292
S 3.36665 1.25358 -0.04590
O 4.41564 1.20180 -1.02734
N 2.51340 -0.12463 -0.03053
C 3.18744 -1.32790 0.08379
C 4.55324 -1.53364 0.08908
C 5.10157 -2.81815 0.27077
C 4.31702 -3.92374 0.43714
C 2.91468 -3.75994 0.42268
C 2.01404 -4.84090 0.54144
C 0.66651 -4.62021 0.48887
C 0.20700 -3.30384 0.34037
N 1.01931 -2.27943 0.24770
C 2.36993 -2.47113 0.26199
C 4.15660 1.24539 1.54776
C 3.45714 0.82828 2.67167
C 4.07248 0.88622 3.91253
C 5.37267 1.36300 4.02313
C 6.06218 1.78131 2.89334
C 5.45649 1.71995 1.64606
H 5.22835 -0.70736 -0.08052
H 6.17996 -2.91796 0.26776
H 4.74043 -4.91174 0.56386
H 2.40982 -5.84198 0.66351
H -0.05037 -5.42532 0.56050
H -0.85250 -3.09732 0.30145
H 2.44402 0.46130 2.56701
H 3.53660 0.55976 4.79481
H 5.85041 1.40644 4.99388
H 7.07512 2.15311 2.98131
H 5.98048 2.02792 0.75083
N -3.21869 1.73073 -0.20652
C -3.02822 2.26667 1.14718
C -3.09795 1.19286 2.22637
C -1.95410 0.17385 2.26803
C -2.07813 -1.02765 1.33501
N -1.57238 -0.72349 -0.02232
H -2.64536 2.23806 -0.87125
H -4.17418 1.84354 -0.51742
H -3.78879 3.01706 1.38220
H -2.06113 2.77198 1.19048
H -4.05060 0.65954 2.12365
H -3.13648 1.70225 3.19308
H -1.88204 -0.21520 3.28635
H -1.00232 0.67374 2.06279
H -3.12367 -1.34509 1.28115
H -1.50101 -1.85950 1.73957
H -2.03061 0.14620 -0.34306
H -1.84601 -1.42739 -0.70156
C 5.06395 1.49306 -4.81578
C 3.69532 1.50199 -4.18780
C 3.11161 2.69236 -3.76844
C 1.85989 2.70384 -3.17574
C 1.17713 1.50896 -3.00718
C 1.73368 0.31122 -3.43028
C 2.98859 0.31377 -4.01394
S -0.38330 1.52090 -2.18062
O -1.06947 0.31045 -2.60815
O -1.02582 2.76812 -2.49827
O -0.07420 1.50171 -0.68361
H 5.62797 2.38341 -4.53954
H 4.99248 1.46637 -5.90543
H 5.63169 0.61776 -4.49880
H 3.65552 3.62251 -3.88487
H 1.41440 3.62658 -2.82752
H 1.18169 -0.60889 -3.30351
H 3.43241 -0.62278 -4.33230
*
```

Entry 2:
Here is a cluster of 11 separate species, C17H34BCl20F2NO8PS in total from the OMol25 dataset. Energies are from wB97M-V/def2-TZVPD.

Output
Electronic energy = -11492.98525 Eh
HOMO-LUMO gap = 0.26969 Ha
HOMO = -0.215 hartree

```
! RIJCOSX wB97M-V def2-TZVPD def2/J DEFGRID3
* xyz -1 1
C -1.79699 1.07980 1.48945
C -0.65614 0.58957 0.54387
B 0.15906 -0.54317 1.30022
O -0.56014 -1.68978 1.66204
N 1.59750 -0.33717 1.53042
C 1.97642 0.92348 2.07331
F 2.26388 1.92191 1.13609
C 3.04537 0.88897 3.16814
C 2.48436 0.26544 4.46992
C 2.58632 -1.20362 0.92353
C 3.91552 -0.49792 0.39052
O 5.01307 -0.77697 0.91379
O 3.76288 0.26211 -0.55656
P 3.05979 -2.57071 2.15378
O 3.50356 -3.80611 1.50502
O 4.19888 -2.07660 3.17816
O 1.77599 -2.93458 3.09021
S 1.96329 -2.13164 -0.55771
O 1.46218 -1.27026 -1.55944
O 1.16303 -3.24119 -0.18807
F 3.28955 -2.73136 -1.15515
H -2.26020 2.00225 1.11536
H -1.37231 1.28555 2.49118
H -2.57372 0.30987 1.51598
H -1.13082 0.12240 -0.33184
H -0.01203 1.40346 0.19741
H -0.91703 -1.51755 2.54255
H 1.08367 1.31634 2.58860
H 3.99521 0.47760 2.82518
H 3.23643 1.94713 3.38612
H 3.13147 -0.48762 4.92021
H 2.33367 1.05020 5.21993
H 1.47808 -0.12181 4.25098
H 4.67730 -2.85871 3.48131
H 1.92449 -2.49135 3.93847
C -1.42527 -5.26307 -0.28251
Cl -0.82575 -6.34633 -1.54758
Cl -2.38988 -6.14828 0.91257
H -0.58013 -4.80129 0.21667
H -2.04594 -4.50087 -0.73888
C -0.33849 2.87314 -2.85683
Cl 0.77078 2.72360 -1.49581
Cl -1.89645 2.09005 -2.52147
H -0.51522 3.92405 -3.05456
H 0.10803 2.40274 -3.72347
C -3.53083 5.02146 -5.03008
Cl -2.09374 5.46153 -4.10114
Cl -5.01719 5.43951 -4.17063
H -3.51191 5.55336 -5.97457
H -3.51603 3.95080 -5.20299
C 1.57200 5.18916 -5.69016
Cl 1.58983 3.42595 -5.80703
Cl 2.05650 5.73801 -4.08301
H 2.26070 5.59451 -6.42283
H 0.56512 5.54084 -5.88834
C -3.08925 -9.36630 -2.06793
Cl -3.05555 -10.02610 -3.71037
Cl -2.72456 -10.60791 -0.86338
H -2.35039 -8.57730 -1.99247
H -4.07914 -8.97077 -1.87180
C 7.39875 -1.20541 -1.06608
Cl 8.28452 -2.19319 0.10599
Cl 8.49248 -0.49045 -2.27037
H 6.67872 -1.83341 -1.57643
H 6.88394 -0.41139 -0.53539
C -3.86659 2.15063 5.10243
Cl -2.87866 1.00115 4.19465
Cl -3.28220 3.80767 4.90294
H -4.88673 2.09372 4.73948
H -3.83147 1.89321 6.15523
C -5.35247 -0.66303 -0.15868
Cl -5.65270 1.00349 0.35635
Cl -3.83407 -1.27932 0.49971
H -6.16706 -1.28810 0.19002
H -5.29837 -0.68970 -1.23915
C -8.43045 1.38301 -2.75805
Cl -8.26769 2.41554 -1.33281
Cl -7.78585 -0.24024 -2.49788
H -9.48320 1.29524 -3.00119
H -7.89574 1.84172 -3.58212
C 5.02627 3.72872 1.48446
Cl 5.04337 4.90492 2.81742
Cl 5.83979 2.23144 1.92195
H 3.99556 3.50076 1.23309
H 5.53104 4.16457 0.63005
*
```

Entry 3:
Here is a structure of composition C9H8CaN2O4Se from the OMol25 dataset. Energies are from wB97M-V/def2-TZVPD.

Output
Electronic energy = -3836.67901 Eh
HOMO-LUMO gap = 0.23955 Ha
HOMO = -0.550 hartree

```
! RIJCOSX wB97M-V def2-TZVPD def2/J DEFGRID3
* xyz 2 1
O 0.04781 -3.83174 -2.53191
C -0.00311 -2.68853 -2.54061
Ca -0.49953 -0.56778 -2.41453
O -2.68223 -0.56109 -5.72762
C -1.93425 -0.57099 -4.83754
C 2.03586 -0.55552 -2.87390
O 3.16886 -0.55849 -3.04234
C 0.00272 1.56294 -2.47681
O 0.04865 2.71172 -2.44284
C -1.96566 -1.07006 0.99582
N -0.99328 -0.12174 1.60612
C -1.25971 0.80008 2.62414
C -0.09203 1.42168 2.90404
N 0.88557 0.86761 2.05356
C 2.32082 1.25712 2.07686
C 0.33990 -0.08355 1.23918
Se 1.27690 -1.23531 -0.01610
H -2.06709 -0.89796 -0.08642
H -2.93637 -0.91651 1.45097
H -1.66388 -2.11458 1.14861
H -2.23959 0.89738 3.02584
H 0.15351 2.17932 3.61092
H 2.42016 2.31752 1.85467
H 2.74494 1.06853 3.06161
H 2.89102 0.68997 1.33830
*
```

Q: The highest HOMO-LUMO gap belongs to which entry?
A: C26H30N4O5PdS2

Q: Which value of HOMO-LUMO gap does entry 2 give?
A: 0.26969 Ha

Q: The lowest HOMO-LUMO gap belongs to which entry?
A: C9H8CaN2O4Se